No. 1
{
  "formula": "C21H26NO9PS2",
  "method": "ωB97M-V with the def2-TZVPD basis set",
  "gap_ev": 6.5680,
  "total_charge": 0,
  "smiles": "CC(=O)OC(=O)Cc1c(S)c(CCC(C)C)c(S(C)(=O)=O)c2c1C(=O)C(P(O)O)=C(CN)C2=O",
  "elements": ["C", "C", "O", "O", "C", "O", "C", "C", "C", "S", "C", "C", "C", "C", "C", "C", "C", "S", "C", "O", "O", "C", "C", "C", "O", "C", "P", "O", "O", "C", "C", "N", "C", "O", "H", "H", "H", "H", "H", "H", "H", "H", "H", "H", "H", "H", "H", "H", "H", "H", "H", "H", "H", "H", "H", "H", "H", "H", "H", "H"],
  "positions_angstrom": [[5.32, -1.68, 1.05], [5.62, -0.31, 0.17], [6.87, -0.06, -0.26], [4.47, 0.62, -0.08], [3.92, 0.36, -1.42], [4.42, -0.67, -2.11], [2.76, 1.41, -1.99], [1.27, 0.90, -1.45], [0.51, -0.37, -2.21], [1.52, -1.11, -3.65], [-0.98, -0.96, -1.74], [-1.64, -2.21, -2.58], [-1.14, -3.71, -2.04], [-1.13, -3.86, -0.41], [0.24, -3.36, 0.33], [-1.23, -5.50, -0.11], [-1.76, -0.28, -0.44], [-3.40, -0.84, 0.26], [-3.24, -1.73, 1.95], [-4.33, 0.40, 0.57], [-4.24, -1.78, -0.62], [-1.01, 1.00, 0.33], [0.48, 1.58, -0.18], [1.13, 2.89, 0.61], [2.44, 3.06, 0.84], [-0.01, 3.98, 1.17], [0.33, 5.89, 1.24], [1.99, 6.09, 1.76], [0.05, 6.62, -0.32], [-1.36, 3.45, 1.64], [-2.47, 4.57, 2.13], [-3.86, 3.98, 2.26], [-1.64, 1.81, 1.62], [-2.30, 1.26, 2.65], [4.41, -1.52, 1.81], [6.29, -1.96, 1.66], [5.06, -2.56, 0.32], [2.85, 1.40, -3.16], [2.99, 2.54, -1.66], [0.84, -0.74, -4.86], [-1.17, -2.14, -3.68], [-2.80, -2.14, -2.75], [-1.73, -4.58, -2.59], [-0.01, -3.79, -2.40], [-2.12, -3.42, 0.03], [0.03, -3.12, 1.48], [1.07, -4.23, 0.35], [0.77, -2.44, -0.16], [-0.16, -5.93, -0.43], [-2.04, -6.01, -0.79], [-1.36, -5.73, 1.04], [-2.11, -1.89, 2.21], [-3.80, -2.78, 1.91], [-3.73, -1.11, 2.82], [2.62, 6.15, 0.98], [-0.79, 7.19, -0.17], [-2.53, 5.37, 1.24], [-2.10, 5.17, 3.07], [-4.04, 3.24, 1.53], [-4.04, 3.61, 3.22]],
  "nbo_charge": [-0.7346, 0.8088, -0.5278, -0.5457, 0.7924, -0.5727, -0.5354, 0.0528, -0.1688, 0.0019, 0.1036, -0.4833, -0.4036, -0.2382, -0.6455, -0.6238, -0.3043, 1.9158, -0.8206, -0.8986, -0.8890, -0.0261, -0.1050, 0.5275, -0.5232, -0.4394, 1.2878, -0.9449, -0.9759, 0.0022, -0.2638, -0.8523, 0.5146, -0.5007, 0.2412, 0.2593, 0.2635, 0.2863, 0.2874, 0.1615, 0.2354, 0.2787, 0.2354, 0.2160, 0.2140, 0.2156, 0.2191, 0.2238, 0.2041, 0.2186, 0.2189, 0.2489, 0.2707, 0.2894, 0.4968, 0.5093, 0.2105, 0.2478, 0.3851, 0.3786]
}

=====

No. 2
{
  "formula": "C21H26O3",
  "method": "ωB97M-V with the def2-TZVPD basis set",
  "gap_ev": 8.1040,
  "relative_energy_kj_mol": 398.29,
  "total_charge": 0,
  "smiles": "Cc1c(C)c(O)c(/C=C/CCC#CCCCC#CCO)c(C)c1O",
  "elements": ["C", "C", "C", "C", "C", "O", "C", "C", "C", "C", "C", "C", "C", "C", "C", "C", "C", "C", "C", "O", "C", "C", "C", "O", "H", "H", "H", "H", "H", "H", "H", "H", "H", "H", "H", "H", "H", "H", "H", "H", "H", "H", "H", "H", "H", "H", "H", "H", "H", "H"],
  "positions_angstrom": [[3.81, 0.75, -3.56], [2.98, 0.64, -2.31], [2.50, -0.63, -1.84], [2.94, -1.88, -2.59], [1.64, -0.69, -0.71], [1.11, -1.88, -0.28], [1.29, 0.48, 0.03], [0.46, 0.37, 1.22], [0.60, -0.55, 2.25], [-0.29, -0.53, 3.45], [-1.00, -1.89, 3.61], [-1.77, -2.21, 2.41], [-2.35, -2.45, 1.39], [-3.02, -2.84, 0.11], [-2.68, -1.83, -0.99], [-3.58, -0.58, -1.05], [-3.31, 0.45, 0.01], [-3.11, 1.26, 0.90], [-2.88, 2.25, 2.00], [-1.91, 3.14, 1.52], [1.78, 1.74, -0.43], [1.47, 3.03, 0.33], [2.55, 1.79, -1.63], [2.89, 3.04, -2.10], [4.26, -0.15, -3.94], [4.59, 1.48, -3.46], [3.18, 1.14, -4.38], [2.90, -1.72, -3.69], [3.95, -2.20, -2.29], [2.26, -2.70, -2.34], [0.45, -1.70, 0.44], [-0.29, 1.13, 1.35], [1.39, -1.30, 2.17], [-1.07, 0.25, 3.39], [0.30, -0.27, 4.32], [-1.70, -1.81, 4.47], [-0.24, -2.68, 3.85], [-4.09, -2.82, 0.22], [-2.77, -3.85, -0.20], [-2.84, -2.34, -1.93], [-1.59, -1.56, -1.00], [-4.63, -0.90, -1.07], [-3.40, -0.11, -2.03], [-3.79, 2.84, 2.19], [-2.53, 1.77, 2.93], [-2.12, 3.39, 0.58], [2.26, 3.78, 0.22], [1.34, 2.82, 1.39], [0.55, 3.55, -0.08], [3.51, 2.97, -2.85]],
  "nbo_charge": [-0.6496, -0.0898, -0.0687, -0.6436, 0.3667, -0.7227, -0.1567, -0.2021, -0.1959, -0.4207, -0.4550, -0.0264, -0.0050, -0.4685, -0.3703, -0.4665, 0.0137, -0.0742, -0.1165, -0.7158, -0.0414, -0.6406, 0.3412, -0.7003, 0.2348, 0.2034, 0.2195, 0.2092, 0.2181, 0.2338, 0.5059, 0.2231, 0.2096, 0.2046, 0.2181, 0.2307, 0.2268, 0.2217, 0.2353, 0.2058, 0.2234, 0.2258, 0.2362, 0.1898, 0.2021, 0.4790, 0.2312, 0.2235, 0.2173, 0.4803]
}

=====

No. 3
{
  "formula": "C21H27BrCl5OS4SiSr",
  "method": "ωB97M-V with the def2-TZVPD basis set",
  "gap_ev": [4.1034, 4.8668],
  "relative_energy_kj_mol": 351.47,
  "total_charge": -1,
  "elements": ["Sr", "O", "C", "S", "C", "C", "S", "S", "S", "Cl", "C", "C", "C", "Cl", "C", "Cl", "C", "Cl", "C", "Cl", "C", "C", "C", "C", "Si", "Br", "C", "C", "C", "C", "C", "C", "C", "C", "H", "H", "H", "H", "H", "H", "H", "H", "H", "H", "H", "H", "H", "H", "H", "H", "H", "H", "H", "H", "H", "H", "H", "H", "H", "H", "H"],
  "positions_angstrom": [[1.16, 1.99, -3.17], [-1.89, -0.03, -8.20], [-1.45, -0.07, -7.08], [0.19, -0.61, -6.69], [0.08, -0.44, -4.95], [-1.09, 0.05, -4.50], [-1.41, 0.22, -2.76], [-2.37, 0.41, -5.64], [1.42, -0.94, -3.95], [-4.29, -1.28, -2.70], [-4.13, 0.41, -2.30], [-2.94, 1.08, -2.72], [-2.98, 2.50, -2.66], [-1.76, 3.39, -3.59], [-3.99, 3.18, -2.05], [-4.04, 4.93, -2.06], [-5.05, 2.47, -1.45], [-6.01, 3.21, -0.20], [-5.15, 1.08, -1.69], [-6.64, 0.27, -1.29], [-0.08, -2.06, -0.31], [-0.28, -1.25, 0.98], [-1.58, -0.44, 0.80], [-0.50, -2.25, 2.13], [1.23, -0.14, 1.33], [1.04, 1.64, -0.16], [1.17, 0.74, 3.04], [-0.26, 1.18, 3.40], [1.67, -0.21, 4.14], [2.03, 2.02, 3.09], [2.92, -0.93, 0.94], [3.15, -1.09, -0.58], [3.00, -2.33, 1.58], [4.09, -0.09, 1.46], [-1.01, -2.60, -0.54], [0.71, -2.81, -0.21], [0.15, -1.44, -1.18], [-2.40, -1.13, 0.59], [-1.51, 0.25, -0.04], [-1.85, 0.14, 1.68], [-1.31, -2.93, 1.86], [-0.79, -1.76, 3.06], [0.39, -2.86, 2.34], [-0.93, 0.34, 3.54], [-0.68, 1.84, 2.64], [-0.23, 1.74, 4.34], [1.11, -1.15, 4.17], [1.54, 0.27, 5.11], [2.73, -0.46, 4.03], [1.66, 2.77, 2.40], [3.08, 1.84, 2.86], [1.98, 2.43, 4.10], [2.36, -1.62, -1.10], [4.08, -1.63, -0.74], [3.26, -0.11, -1.06], [2.29, -3.02, 1.15], [2.84, -2.30, 2.66], [4.01, -2.73, 1.41], [4.07, 0.93, 1.06], [5.03, -0.55, 1.13], [4.13, -0.04, 2.55]],
  "nbo_charge": [0.9406, -0.5834, 0.1911, 0.3233, -0.4128, -0.4919, 0.2366, 0.3451, -0.5223, -0.0089, -0.0427, -0.4286, -0.0595, -0.0771, -0.0861, -0.0073, -0.1720, -0.0192, -0.0997, -0.0093, -0.6184, -0.6168, -0.6095, -0.6095, 2.0216, -0.4569, -0.6077, -0.6081, -0.6106, -0.6107, -0.6128, -0.6148, -0.6097, -0.6069, 0.2177, 0.1984, 0.2429, 0.2174, 0.2246, 0.2099, 0.2151, 0.2036, 0.2072, 0.2080, 0.2241, 0.2041, 0.2132, 0.2074, 0.2075, 0.2244, 0.2135, 0.2006, 0.2367, 0.2043, 0.2146, 0.2151, 0.2075, 0.2086, 0.2197, 0.2075, 0.2011]
}